# 1
A structure of composition C26H41N7O2SW at a distorted geometry. Source: the OMol25 dataset; level of theory: wB97M-V/def2-TZVPD.

Summary:
* Kohn-Sham gap (alpha / beta): 0.253 / 0.260 Ha
* spin multiplicity: 3
* net charge: +2
* ⟨S²⟩: 2.019
* ΔE to the lowest compared entry with this formula, charge and spin: 193.12 kJ/mol

Element x y z (Å)
W1 0.640 -1.171 0.394
C1 -1.607 -2.464 -1.454
N1 -1.063 -1.193 -1.026
C2 -0.689 -0.518 -2.299
C3 0.640 -0.863 -2.951
C4 1.842 -0.256 -2.237
N2 2.209 -1.034 -1.051
C5 3.434 -1.279 -0.874
C6 3.958 -1.929 0.276
C7 5.154 -2.670 0.240
C8 5.623 -3.288 1.395
C9 4.914 -3.157 2.595
C10 3.800 -2.295 2.741
C11 3.280 -1.803 1.553
O1 2.081 -1.171 1.660
C12 -2.215 -0.334 -0.464
C13 -3.037 -1.019 0.557
C14 -2.205 -1.683 1.646
N3 -0.916 -0.952 1.814
C15 -0.930 0.049 2.653
C16 -0.039 1.139 2.669
C17 -0.115 2.041 3.758
C18 0.515 3.248 3.717
C19 1.276 3.610 2.565
C20 1.338 2.729 1.503
C21 0.693 1.495 1.490
O2 0.770 0.752 0.423
H1 -2.518 -2.215 -2.025
H2 -1.826 -3.085 -0.580
H3 -0.944 -2.976 -2.137
H4 -0.607 0.582 -2.163
H5 -1.581 -0.535 -3.036
H6 0.681 -0.439 -3.941
H7 0.846 -1.935 -3.067
H8 1.702 0.815 -1.974
H9 2.694 -0.227 -2.953
H10 4.085 -1.126 -1.757
H11 5.626 -2.959 -0.702
H12 6.467 -3.941 1.324
H13 5.299 -3.712 3.512
H14 3.300 -2.237 3.661
H15 -2.862 -0.025 -1.311
H16 -1.758 0.660 -0.261
H17 -3.685 -1.766 0.093
H18 -3.668 -0.228 1.031
H19 -2.016 -2.672 1.418
H20 -2.796 -1.730 2.576
H21 -1.823 0.108 3.219
H22 -0.751 1.733 4.659
H23 0.434 4.003 4.573
H24 1.786 4.580 2.577
H25 1.913 2.960 0.652
C22 -3.889 3.101 -0.107
C23 -2.739 3.977 -0.879
C24 -1.694 4.371 0.125
C25 -3.463 4.977 -1.783
N4 -2.062 2.943 -1.758
N5 -1.175 3.438 -2.819
H26 -4.869 3.526 -0.149
H27 -3.543 2.974 0.973
H28 -4.057 2.145 -0.661
H29 -2.127 5.002 0.890
H30 -0.781 4.825 -0.303
H31 -1.411 3.498 0.772
H32 -4.143 5.668 -1.304
H33 -4.055 4.368 -2.461
H34 -2.743 5.595 -2.257
H35 -2.774 2.382 -2.154
H36 -0.349 3.728 -2.350
H37 -1.483 4.239 -3.349
N6 2.337 -4.578 -0.936
C26 1.139 -4.740 -0.384
N7 0.339 -5.778 -0.722
S1 0.439 -3.690 0.798
H38 2.643 -5.252 -1.692
H39 2.984 -3.955 -0.490
H40 0.658 -6.488 -1.412
H41 -0.535 -5.893 -0.272

Let us look at the Mulliken charges, expressed in e, one per atom: atom 1 (W): 0.965, atom 2 (C): -1.346, atom 3 (N): 0.902, atom 4 (C): -0.210, atom 5 (C): -1.143, atom 6 (C): -0.821, atom 7 (N): 0.105, atom 8 (C): 0.428, atom 9 (C): -0.724, atom 10 (C): -0.293, atom 11 (C): -0.741, atom 12 (C): -0.437, atom 13 (C): -0.763, atom 14 (C): 0.788, atom 15 (O): -0.308, atom 16 (C): -0.587, atom 17 (C): -0.737, atom 18 (C): -1.101, atom 19 (N): -0.215, atom 20 (C): -0.163, atom 21 (C): 0.480, atom 22 (C): -0.764, atom 23 (C): -0.582, atom 24 (C): -0.685, atom 25 (C): -0.812, atom 26 (C): 0.465, atom 27 (O): -0.190, atom 28 (H): 0.376, atom 29 (H): 0.335, atom 30 (H): 0.362, atom 31 (H): -0.168, atom 32 (H): 0.562, atom 33 (H): 0.586, atom 34 (H): 0.122, atom 35 (H): 0.122, atom 36 (H): 0.791, atom 37 (H): 0.402, atom 38 (H): 0.424, atom 39 (H): 0.444, atom 40 (H): 0.360, atom 41 (H): 0.524, atom 42 (H): 0.600, atom 43 (H): 0.003, atom 44 (H): 0.374, atom 45 (H): 0.361, atom 46 (H): 0.221, atom 47 (H): 0.626, atom 48 (H): 0.643, atom 49 (H): 0.383, atom 50 (H): 0.359, atom 51 (H): 0.469, atom 52 (H): 0.608, atom 53 (C): -1.126, atom 54 (C): 1.416, atom 55 (C): -1.371, atom 56 (C): -1.874, atom 57 (N): 0.076, atom 58 (N): -0.773, atom 59 (H): 0.492, atom 60 (H): 0.232, atom 61 (H): 0.171, atom 62 (H): 0.469, atom 63 (H): 0.312, atom 64 (H): 0.000, atom 65 (H): 0.411, atom 66 (H): 0.450, atom 67 (H): 0.477, atom 68 (H): 0.301, atom 69 (H): 0.208, atom 70 (H): 0.265, atom 71 (N): -0.267, atom 72 (C): 0.842, atom 73 (N): -0.395, atom 74 (S): -0.547, atom 75 (H): 0.231, atom 76 (H): 0.122, atom 77 (H): 0.224, atom 78 (H): 0.254

=====

# 2
A structure of composition C26H42As3BaClF4N3. Source: the OMol25 dataset; level of theory: wB97M-V/def2-TZVPD.

Summary:
* Kohn-Sham gap: 0.263 Ha
* net charge: +1
* ΔE to the lowest compared entry with this formula, charge and spin: 0.00 kJ/mol

Element x y z (Å)
Ba1 0.255 -0.534 -0.508
C1 3.107 1.832 1.130
N1 2.157 0.818 1.597
C2 2.896 -0.246 2.280
C3 1.226 1.461 2.569
C4 -0.026 2.008 1.896
N2 -0.727 0.882 1.321
C5 -1.994 0.562 1.605
C6 -2.454 -0.757 1.358
F1 -1.536 -1.730 0.953
C7 -3.733 -1.218 1.554
F2 -3.995 -2.505 1.277
C8 -4.727 -0.381 2.022
C9 -4.343 0.924 2.272
F3 -5.255 1.802 2.705
C10 -3.055 1.378 2.066
F4 -2.815 2.692 2.295
H1 3.708 2.229 1.959
H2 2.570 2.667 0.677
H3 3.788 1.417 0.386
H4 3.432 0.127 3.163
H5 3.637 -0.688 1.611
H6 2.207 -1.025 2.610
H7 1.772 2.239 3.120
H8 0.917 0.705 3.291
H9 0.281 2.731 1.124
H10 -0.629 2.582 2.599
H11 -5.737 -0.727 2.180
C11 3.941 -0.063 -4.554
As1 2.672 -0.067 -3.063
C12 3.903 -0.641 -1.653
C13 2.607 1.827 -2.487
C14 1.874 2.910 -3.310
C15 1.707 4.114 -2.378
C16 0.513 2.445 -3.832
As2 -0.806 1.791 -2.522
C17 -2.087 1.070 -3.807
C18 -1.771 3.395 -1.973
C19 2.783 3.292 -4.494
As3 2.337 4.539 -5.997
C20 1.159 3.373 -7.061
C21 0.967 5.768 -5.302
H12 3.400 0.154 -5.472
H13 4.376 -1.058 -4.640
H14 4.739 0.665 -4.417
H15 4.816 -0.045 -1.662
H16 4.163 -1.688 -1.801
H17 3.443 -0.533 -0.667
H18 3.643 2.148 -2.346
H19 2.176 1.780 -1.477
H20 1.144 3.841 -1.481
H21 1.185 4.939 -2.860
H22 2.683 4.480 -2.049
H23 0.643 1.625 -4.546
H24 0.034 3.258 -4.377
H25 -2.319 1.816 -4.566
H26 -3.002 0.794 -3.284
H27 -1.664 0.184 -4.278
H28 -2.066 3.988 -2.838
H29 -1.146 3.995 -1.315
H30 -2.660 3.094 -1.420
H31 3.052 2.387 -5.046
H32 3.722 3.674 -4.086
H33 1.665 2.417 -7.202
H34 1.027 3.827 -8.043
H35 0.177 3.200 -6.623
H36 1.415 6.434 -4.566
H37 0.088 5.288 -4.875
H38 0.646 6.377 -6.147
Cl1 -4.630 -4.087 -2.449
C22 -2.975 -3.775 -2.801
C23 -2.268 -4.571 -3.688
C24 -0.939 -4.255 -3.927
C25 -0.377 -3.176 -3.270
N3 -1.058 -2.416 -2.409
C26 -2.338 -2.706 -2.188
H39 -2.748 -5.409 -4.173
H40 -0.343 -4.840 -4.613
H41 0.658 -2.899 -3.438
H42 -2.888 -2.083 -1.491

Let us look at the Mulliken charges, expressed in e, one per atom: atom 1 (Ba): 1.489, atom 2 (C): -1.352, atom 3 (N): 0.705, atom 4 (C): -1.266, atom 5 (C): -1.209, atom 6 (C): -0.726, atom 7 (N): 0.027, atom 8 (C): -0.285, atom 9 (C): 0.507, atom 10 (F): -0.548, atom 11 (C): 0.097, atom 12 (F): -0.320, atom 13 (C): -0.524, atom 14 (C): 0.020, atom 15 (F): -0.306, atom 16 (C): 0.817, atom 17 (F): -0.365, atom 18 (H): 0.435, atom 19 (H): 0.324, atom 20 (H): 0.277, atom 21 (H): 0.346, atom 22 (H): 0.392, atom 23 (H): 0.368, atom 24 (H): 0.331, atom 25 (H): 0.463, atom 26 (H): -0.020, atom 27 (H): 0.528, atom 28 (H): 0.515, atom 29 (C): -1.339, atom 30 (As): 0.438, atom 31 (C): -0.463, atom 32 (C): -0.385, atom 33 (C): 2.606, atom 34 (C): -1.359, atom 35 (C): -1.655, atom 36 (As): 0.967, atom 37 (C): -1.436, atom 38 (C): -1.424, atom 39 (C): -1.744, atom 40 (As): 0.346, atom 41 (C): -1.006, atom 42 (C): -1.050, atom 43 (H): 0.375, atom 44 (H): 0.456, atom 45 (H): 0.424, atom 46 (H): 0.417, atom 47 (H): 0.450, atom 48 (H): -0.406, atom 49 (H): 0.682, atom 50 (H): -0.762, atom 51 (H): -0.162, atom 52 (H): 0.194, atom 53 (H): 0.445, atom 54 (H): 0.579, atom 55 (H): 0.115, atom 56 (H): 0.406, atom 57 (H): 0.429, atom 58 (H): 0.326, atom 59 (H): 0.420, atom 60 (H): 0.368, atom 61 (H): 0.459, atom 62 (H): 0.083, atom 63 (H): 0.506, atom 64 (H): 0.276, atom 65 (H): 0.419, atom 66 (H): 0.229, atom 67 (H): 0.325, atom 68 (H): 0.242, atom 69 (H): 0.407, atom 70 (Cl): -0.193, atom 71 (C): 0.089, atom 72 (C): -0.257, atom 73 (C): -0.703, atom 74 (C): -0.313, atom 75 (N): 0.186, atom 76 (C): -0.347, atom 77 (H): 0.463, atom 78 (H): 0.422, atom 79 (H): 0.330, atom 80 (H): 0.400